Record 1
Entry from the Open Molecules 2025 dataset: the ion C4H8N with charge +1 in a non-equilibrium geometry (the ωB97M-V functional and the def2-TZVPD basis).

Results
total charge = +1
E_HOMO (alpha / beta) = -12.53 / -14.35 eV
multiplicity = 1
gap between HOMO and LUMO (alpha / beta) = 0.2449 / 0.3719 hartree

```
13
Properties=species:S:1:pos:R:3:forces:R:3
C -1.555 -0.461 -0.155 1.244 1.104 1.064
C -2.379 0.392 0.364 0.241 -0.060 -1.518
C -0.210 -1.034 -0.300 1.646 -0.150 -1.104
C 0.994 -0.507 0.484 -2.598 2.827 0.913
N 1.784 0.555 -0.264 1.850 1.145 3.795
H -2.322 1.185 1.085 0.413 -0.145 0.746
H -3.201 0.526 -0.315 -1.041 -0.072 -0.001
H -0.183 -2.039 -0.016 -0.629 -1.935 0.205
H 0.142 -1.029 -1.353 -0.677 -0.089 0.267
H 0.717 -0.045 1.485 0.704 -0.898 -0.917
H 2.050 0.202 -1.156 0.648 -0.049 -1.016
H 2.619 0.679 0.423 -0.866 -0.713 -1.943
H 1.542 1.575 -0.285 -0.937 -0.965 -0.490
```
Positions in Å, forces in eV/Å.


Record 2
Entry from the Open Molecules 2025 dataset: a structure of composition C21H35FIrP2 in a non-equilibrium geometry (the ωB97M-V functional and the def2-TZVPD basis).

Results
total charge = +2
E_HOMO (alpha / beta) = -12.07 / -13.55 eV
multiplicity = 6
⟨S²⟩ = 8.783
gap between HOMO and LUMO (alpha / beta) = 0.2354 / 0.2266 hartree

```
60
Properties=species:S:1:pos:R:3:forces:R:3
P 0.123 -2.015 -2.469 -3.251 -0.882 -3.051
P 0.718 1.750 -1.421 -2.914 1.425 -4.390
C -0.155 -0.393 -3.119 1.675 -0.366 -0.708
C 0.944 0.622 -2.880 0.355 0.768 -0.034
H -1.335 -0.161 -2.484 0.047 0.244 0.360
H -0.400 -0.482 -4.187 -0.168 0.078 0.342
H 1.965 0.201 -2.822 -0.384 -0.058 -0.102
H 0.935 1.319 -3.726 0.249 -0.149 0.116
C 0.163 3.291 -2.250 0.505 0.173 0.031
H 0.227 4.141 -1.555 -0.066 -0.181 -0.190
H -0.879 3.185 -2.584 0.340 -0.063 0.137
H 0.792 3.499 -3.124 -0.075 0.129 0.243
C 2.294 2.158 -0.701 0.356 -0.535 1.192
H 2.823 2.832 -1.393 -0.419 -0.184 0.049
H 2.898 1.250 -0.548 -0.172 0.352 0.127
H 2.141 2.667 0.262 0.174 -0.117 -0.234
C -1.478 -2.762 -2.967 0.336 -0.281 -0.535
H -1.610 -3.745 -2.497 0.077 0.196 -0.303
H -1.478 -2.869 -4.060 -0.143 -0.056 0.204
H -2.322 -2.126 -2.664 0.374 -0.178 -0.093
C 1.369 -2.952 -3.329 0.723 0.065 0.068
H 2.233 -2.311 -3.545 -0.043 -0.348 0.028
H 0.930 -3.308 -4.271 0.162 0.142 0.263
H 1.673 -3.811 -2.716 0.020 0.173 -0.221
Ir 2.054 0.061 3.058 0.772 -1.723 -0.973
C -0.945 1.191 -0.813 2.529 -0.294 3.500
C -1.967 0.399 -1.530 -1.070 0.720 -0.441
C -2.827 -0.456 -0.596 -0.293 -0.960 0.460
C -2.306 -1.697 0.276 -2.136 0.771 0.268
C -1.300 -2.547 -0.273 0.603 -1.722 0.206
C 0.003 -2.141 -0.755 2.742 1.183 2.432
C 0.633 -0.867 -0.027 0.262 -0.931 -0.219
C -0.262 0.314 0.302 -0.538 0.779 1.393
C 2.338 -1.886 3.388 0.073 -1.452 0.971
H -1.418 2.089 -0.328 0.533 -0.747 -0.270
H -2.640 1.075 -2.085 0.200 -0.403 -0.100
H -3.657 -0.846 -1.200 0.149 0.197 0.147
H -3.279 0.223 0.145 0.001 0.008 -0.314
H -2.068 -1.387 1.316 -0.053 -0.028 -0.473
H -3.175 -2.376 0.419 0.169 0.694 -0.063
H -1.414 -3.627 -0.183 -0.179 0.282 0.034
H 0.726 -2.965 -0.581 -0.264 0.205 0.274
H 1.525 -0.506 -0.571 -0.128 -0.399 -0.078
H 1.074 -1.245 0.919 -0.461 0.373 -0.407
H -0.972 0.038 1.072 -0.033 -0.105 -0.240
H 0.371 0.992 0.909 -0.070 -0.265 -0.294
H 3.264 -1.947 3.979 -0.029 -0.265 -0.215
H 2.407 -2.536 2.504 0.160 0.193 0.071
H 1.537 -2.292 4.040 0.359 0.189 -0.359
F -0.674 3.196 6.465 0.240 -0.888 -1.494
C -0.320 2.548 5.297 1.779 0.632 1.805
C 1.038 2.440 5.022 -0.055 -0.185 -0.880
C 1.452 1.840 3.762 -1.948 2.227 2.416
C 0.426 1.113 3.068 -0.738 2.043 -1.012
C -0.945 1.358 3.300 0.201 0.381 1.593
C -1.313 2.064 4.467 -0.662 -0.672 -1.503
H 1.819 2.812 5.670 -0.316 0.421 0.184
H 2.340 2.306 3.263 -0.110 -0.303 0.276
H -1.729 1.049 2.616 0.062 -0.304 0.216
H -2.364 2.232 4.735 0.495 0.001 -0.207
```
Positions in Å, forces in eV/Å.


Record 3
Entry from the Open Molecules 2025 dataset: the ion C3H7N4 with charge +1 in a non-equilibrium geometry (the ωB97M-V functional and the def2-TZVPD basis).

Results
total charge = +1
E_HOMO = -13.14 eV
multiplicity = 1
gap between HOMO and LUMO = 0.3511 hartree

```
14
Properties=species:S:1:pos:R:3:forces:R:3
C 0.257 -0.711 0.572 -0.018 1.791 -0.516
C -1.474 2.789 -2.170 1.326 -4.897 3.865
C 0.664 -2.001 1.075 -1.165 -0.842 3.636
N -1.085 1.841 -1.565 -1.114 0.123 -2.504
N -0.342 0.991 -0.960 2.394 0.594 1.407
N -0.220 -0.501 -0.662 -2.368 3.349 -1.148
N 0.388 0.360 1.319 -0.546 1.743 -3.391
H -1.544 3.529 -2.872 -0.322 1.563 -1.389
H -0.249 -2.496 1.650 1.834 0.705 -1.534
H 1.114 -2.597 0.345 0.253 -1.257 -1.132
H 1.433 -1.822 1.880 -0.744 -0.243 -0.844
H -0.090 -0.986 -1.529 0.249 -0.947 0.220
H 0.727 0.359 2.225 0.784 -0.289 1.871
H 0.422 1.245 0.692 -0.563 -1.394 1.459
```
Positions in Å, forces in eV/Å.


Record 4
Entry from the Open Molecules 2025 dataset: a cluster of 8 separate species, H16O8 in total in a non-equilibrium geometry (the ωB97M-V functional and the def2-TZVPD basis).

Results
total charge = -1
E_HOMO (alpha / beta) = -0.08 / -7.84 eV
multiplicity = 2
⟨S²⟩ = 0.750
gap between HOMO and LUMO (alpha / beta) = 0.1154 / 0.4025 hartree

```
24
Properties=species:S:1:pos:R:3:forces:R:3
O -4.262 -15.385 -13.101 -0.610 0.148 0.189
H -3.567 -15.156 -13.718 0.283 0.059 -0.331
H -3.928 -16.152 -12.636 0.250 -0.213 0.070
O -5.274 -16.430 -16.907 -0.778 0.196 -0.310
H -4.334 -16.286 -17.023 0.371 -0.169 0.067
H -5.343 -16.902 -16.077 0.155 -0.002 0.207
O -2.686 -17.485 -16.684 -0.114 0.004 -0.429
H -2.648 -18.438 -16.609 -0.062 -0.232 0.000
H -1.968 -17.171 -16.135 0.336 0.249 0.589
O -1.268 -11.961 -14.199 -0.033 -0.001 -0.453
H -0.454 -11.734 -13.749 0.464 -0.102 0.254
H -1.958 -11.744 -13.572 -0.395 -0.065 0.270
O -2.392 -14.071 -16.278 -0.643 0.451 -0.503
H -1.659 -13.556 -15.941 0.344 0.181 0.322
H -2.143 -14.980 -16.111 0.185 -0.312 0.244
O -0.761 -10.543 -16.610 0.657 0.440 -0.392
H -1.470 -10.828 -17.187 -0.412 -0.023 -0.110
H -0.991 -10.900 -15.752 -0.217 -0.266 0.401
O -1.302 -16.049 -14.440 -0.780 -0.691 -0.930
H -1.366 -15.309 -13.836 0.100 0.848 0.689
H -0.394 -16.341 -14.366 0.868 -0.232 0.195
O -3.502 -11.264 -17.407 0.009 0.232 -0.248
H -4.304 -10.792 -17.183 -0.113 0.170 0.043
H -3.585 -12.104 -16.955 0.136 -0.671 0.167
```
Positions in Å, forces in eV/Å.


Record 5
Entry from the Open Molecules 2025 dataset: the molecule C17H14ClN3O2S (the ωB97M-V functional and the def2-TZVPD basis).

Results
total charge = 0
E_HOMO = -7.83 eV
multiplicity = 1
SMILES = Clc1cccc(/N=C2/NN=C(c3ccc4c(c3)OCCO4)CS2)c1
gap between HOMO and LUMO = 0.2973 hartree

```
38
Properties=species:S:1:pos:R:3:forces:R:3
Cl -1.191 -0.586 6.914 -0.036 -0.205 0.099
C -0.917 0.933 6.131 -0.047 0.262 0.040
C -0.450 0.943 4.830 0.024 0.153 -0.085
C -0.226 2.165 4.192 -0.309 -0.108 0.523
C -0.454 3.354 4.892 -0.048 -0.116 -0.055
C -0.926 3.318 6.186 -0.026 -0.016 -0.008
C -1.165 2.108 6.821 -0.006 -0.138 0.043
H -1.530 2.075 7.835 -0.022 -0.037 0.089
H -1.111 4.240 6.717 -0.018 0.076 0.046
H -0.269 4.292 4.392 0.066 0.077 -0.056
N 0.276 2.261 2.917 0.621 0.204 -0.588
C -0.006 1.506 1.940 -0.776 -0.430 0.393
N 0.668 1.696 0.768 0.163 0.636 -0.147
N 0.707 0.894 -0.313 0.026 -0.622 -0.646
C -0.308 0.182 -0.642 0.062 0.500 0.758
C -0.170 -0.693 -1.803 0.159 -0.322 -0.673
C 0.918 -0.499 -2.656 -0.126 -0.193 -0.150
C 1.104 -1.293 -3.773 -0.123 -0.009 -0.001
C 0.205 -2.333 -4.043 -0.021 0.020 0.175
C -0.887 -2.519 -3.204 0.237 -0.050 -0.305
C -1.079 -1.709 -2.105 0.110 0.205 0.157
H -1.930 -1.903 -1.473 -0.086 0.002 0.062
H -1.573 -3.318 -3.432 -0.075 -0.112 -0.025
O 0.367 -3.181 -5.103 -0.332 0.109 0.177
C 1.650 -3.112 -5.687 0.495 0.298 -0.136
C 2.075 -1.655 -5.853 -0.179 -0.435 -0.339
H 3.062 -1.579 -6.311 -0.106 -0.036 -0.010
O 2.170 -1.028 -4.592 -0.050 0.055 0.388
H 1.338 -1.132 -6.477 0.104 -0.031 0.050
H 1.579 -3.619 -6.650 0.064 0.057 0.075
H 2.378 -3.631 -5.048 -0.079 0.019 -0.084
H 1.625 0.287 -2.451 0.106 0.093 -0.013
C -1.589 0.286 0.128 0.274 0.189 0.466
H -2.063 1.253 -0.064 -0.020 -0.101 -0.105
H -2.298 -0.510 -0.075 0.003 0.041 -0.043
S -1.232 0.202 1.920 0.122 0.205 -0.191
H 1.485 2.290 0.849 -0.219 -0.147 0.065
H -0.233 0.015 4.324 0.067 -0.093 0.052
```
Positions in Å, forces in eV/Å.


Record 6
Entry from the Open Molecules 2025 dataset: the molecule C4H10FO2PS in a non-equilibrium geometry (the ωB97M-V functional and the def2-TZVPD basis).

Results
total charge = 0
E_HOMO = -9.92 eV
multiplicity = 1
SMILES = CC[C@H](C)O[P@](O)(F)=S
gap between HOMO and LUMO = 0.3468 hartree

```
19
Properties=species:S:1:pos:R:3:forces:R:3
C 1.688 1.429 -0.065 -2.480 1.970 3.385
C 1.339 -1.646 -0.444 -2.399 0.068 -1.506
C 0.884 0.464 0.899 -0.722 1.892 -0.914
C 0.208 -0.702 0.224 2.184 -2.107 1.754
O -3.190 0.659 -1.296 -3.995 -1.673 1.147
O -0.695 -0.248 -0.685 -5.565 0.620 -0.599
F -2.711 0.986 1.056 0.861 -0.600 -1.176
P -2.709 -0.129 -0.104 3.311 -0.858 2.965
S -3.776 -1.555 0.586 0.893 0.100 -0.783
H 0.981 1.997 -0.678 0.436 -0.642 -0.709
H 2.603 1.131 -0.445 1.273 -1.171 -1.427
H 2.015 2.252 0.627 -0.156 -0.511 -0.311
H 2.327 -1.361 -0.110 0.181 0.098 -0.141
H 1.155 -2.726 -0.193 0.154 1.034 -0.288
H 1.184 -1.511 -1.587 0.708 -0.312 1.839
H 0.076 1.079 1.402 0.869 -0.504 -0.497
H 1.539 0.143 1.662 0.772 -0.594 0.981
H -0.266 -1.356 1.000 0.106 0.539 -0.386
H -2.653 1.093 -1.847 3.568 2.652 -3.333
```
Positions in Å, forces in eV/Å.


Respective relative energy (zero: lowest compared OMol25 entry of this formula, charge and spin) values: 107.7, 57.6, 123.6, 0.8, 9.3, 36.4 kcal/mol.